DFT (ωB97M-V/def2-TZVPD) results for a molecular structure, C18H33BN5O3PtS at a distorted geometry.

Cartesian coordinates (Å):
Pt (-0.18, -0.07, 0.25)
N (-3.03, 0.31, -0.93)
N (-3.70, 1.13, -0.02)
C (-3.28, 1.33, 1.23)
N (-4.08, 2.05, 2.01)
S (-1.83, 0.71, 1.94)
H (-3.13, 0.71, -1.85)
H (-3.48, -0.60, -0.93)
H (-4.63, 1.46, -0.28)
H (-4.97, 2.40, 1.71)
H (-3.82, 2.20, 2.97)
C (1.12, 2.53, 0.83)
N (0.71, 1.86, -0.44)
C (-0.37, 2.62, -1.10)
C (1.87, 1.76, -1.38)
C (2.96, 0.83, -0.95)
N (2.65, -0.60, -1.13)
C (2.52, -1.06, -2.52)
C (3.43, -1.50, -0.28)
H (1.73, 3.41, 0.59)
H (1.69, 1.86, 1.46)
H (0.23, 2.84, 1.37)
H (0.00, 3.61, -1.38)
H (-1.21, 2.74, -0.42)
H (-0.69, 2.10, -2.01)
H (2.30, 2.77, -1.47)
H (1.49, 1.50, -2.37)
H (3.24, 0.99, 0.09)
H (3.85, 1.02, -1.56)
H (3.50, -0.95, -3.00)
H (1.80, -0.47, -3.08)
H (2.24, -2.11, -2.54)
H (4.47, -1.45, -0.61)
H (3.07, -2.52, -0.39)
H (3.37, -1.18, 0.76)
O (-0.42, -2.58, -1.45)
C (-0.32, -1.50, -1.18)
C (3.38, -4.47, 6.98)
C (1.96, -3.82, 6.97)
C (0.91, -4.84, 7.48)
C (1.96, -2.60, 7.89)
C (1.65, -3.50, 5.55)
C (1.59, -4.61, 4.59)
C (1.31, -4.45, 3.27)
C (1.08, -3.13, 2.88)
O (0.78, -2.67, 1.65)
B (0.62, -1.26, 1.78)
O (0.86, -0.89, 3.10)
C (1.14, -2.03, 3.79)
C (1.42, -2.18, 5.11)
H (3.60, -4.71, 8.02)
H (4.14, -3.78, 6.62)
H (3.42, -5.39, 6.40)
H (1.15, -5.06, 8.52)
H (0.93, -5.79, 6.93)
H (-0.11, -4.44, 7.44)
H (2.19, -2.92, 8.90)
H (0.98, -2.11, 7.92)
H (2.72, -1.87, 7.60)
H (1.77, -5.61, 4.96)
H (1.25, -5.28, 2.57)
H (1.45, -1.33, 5.78)

Frontier orbital gap (spin up / spin down)   0.3087 / 0.2105 Ha
Total charge   +3
<S²>   6.031
Multiplicity   5

***

DFT (ωB97M-V/def2-TZVPD) results for 3 unconnected molecules or ions with the total composition C30H42F3N2O3 at a distorted geometry.

Cartesian coordinates (Å):
C (-0.36, 3.18, 2.62)
C (-0.43, 4.22, 1.52)
O (-0.23, 5.36, 1.80)
N (-0.79, 3.84, 0.22)
C (-0.73, 5.01, -0.67)
C (0.12, 2.80, -0.30)
C (-0.45, 2.06, -1.53)
C (-0.91, 0.61, -1.15)
C (0.11, -0.39, -1.73)
C (-0.09, -1.89, -1.30)
C (-1.42, -2.14, -0.53)
C (-1.37, -1.82, 0.93)
O (-0.77, -2.35, 1.74)
F (-2.18, -0.79, 1.30)
C (-0.23, -2.76, -2.62)
C (0.84, -3.85, -2.79)
C (0.58, -5.12, -1.97)
C (0.75, -4.32, -4.27)
N (2.20, -3.30, -2.62)
O (2.59, -2.60, -3.62)
C (2.44, -2.67, -1.29)
C (3.40, -1.48, -1.46)
C (3.25, -3.70, -0.44)
C (1.16, -2.33, -0.49)
H (-0.56, 2.17, 2.27)
H (0.63, 3.22, 3.08)
H (-1.08, 3.47, 3.38)
H (-1.50, 5.70, -0.34)
H (-0.97, 4.71, -1.69)
H (0.25, 5.48, -0.65)
H (1.05, 3.30, -0.60)
H (0.40, 2.10, 0.48)
H (0.39, 1.97, -2.23)
H (-1.27, 2.63, -1.96)
H (-0.84, 0.57, -0.06)
H (-1.92, 0.47, -1.53)
H (0.14, -0.24, -2.81)
H (1.09, -0.07, -1.36)
H (-2.25, -1.67, -1.05)
H (-1.59, -3.21, -0.59)
H (-0.21, -2.14, -3.51)
H (-1.18, -3.28, -2.63)
H (-0.40, -5.51, -2.21)
H (0.69, -4.97, -0.90)
H (1.32, -5.86, -2.27)
H (0.61, -3.47, -4.93)
H (-0.15, -4.92, -4.38)
H (1.63, -4.86, -4.57)
H (3.56, -1.08, -0.46)
H (2.98, -0.68, -2.06)
H (4.35, -1.85, -1.85)
H (2.59, -4.46, -0.03)
H (3.61, -3.14, 0.42)
H (4.07, -4.12, -1.01)
H (1.43, -1.51, 0.18)
H (0.87, -3.17, 0.14)
F (2.98, 1.47, -0.11)
C (3.53, 1.64, 1.11)
C (2.96, 1.01, 2.20)
C (3.53, 1.19, 3.45)
C (4.65, 1.99, 3.60)
C (5.21, 2.62, 2.49)
C (4.65, 2.44, 1.23)
H (2.08, 0.40, 2.06)
H (3.10, 0.70, 4.31)
H (5.09, 2.13, 4.58)
H (6.08, 3.25, 2.60)
H (5.07, 2.92, 0.36)
F (-8.54, 2.65, 1.79)
C (-7.36, 2.04, 2.00)
C (-7.06, 1.56, 3.26)
C (-5.84, 0.92, 3.47)
C (-4.94, 0.79, 2.42)
C (-5.25, 1.28, 1.16)
C (-6.47, 1.90, 0.94)
H (-7.77, 1.68, 4.06)
H (-5.60, 0.54, 4.45)
H (-3.99, 0.30, 2.59)
H (-4.55, 1.17, 0.35)
H (-6.74, 2.28, -0.03)

Frontier orbital gap (spin up / spin down)   0.3296 / 0.3495 Ha
<S²>   0.754
Multiplicity   2

***

DFT (ωB97M-V/def2-TZVPD) results for 6 unconnected molecules or ions with the total composition C17H36F6N5O9S2 at a distorted geometry.

Cartesian coordinates (Å):
O (-1.41, 0.71, 0.95)
H (-2.32, 0.54, 0.68)
H (-0.95, 0.93, 0.14)
H (-1.40, 1.42, 1.60)
C (0.49, 1.66, 3.86)
F (-0.69, 1.31, 4.33)
F (1.43, 1.63, 4.85)
F (0.81, 0.78, 2.99)
S (0.27, 3.40, 3.13)
O (0.03, 4.30, 4.24)
O (1.56, 3.64, 2.46)
N (-1.12, 2.96, 2.11)
S (-1.73, 4.40, 1.97)
O (-2.76, 4.72, 2.88)
O (-0.80, 5.50, 1.62)
C (-2.72, 4.04, 0.38)
F (-3.40, 2.87, 0.44)
F (-3.62, 4.98, 0.07)
F (-1.85, 3.98, -0.65)
C (4.46, -2.32, -3.17)
C (3.24, -1.38, -2.96)
C (1.93, -1.97, -3.43)
C (1.40, -3.09, -2.58)
C (1.17, -2.59, -1.17)
C (2.46, -1.93, -0.57)
N (3.15, -1.05, -1.50)
O (4.32, -0.22, -0.99)
C (2.10, -1.08, 0.71)
C (3.29, -3.14, -0.03)
C (3.44, -0.13, -3.77)
H (4.43, -3.24, -2.58)
H (5.40, -1.87, -2.86)
H (4.56, -2.53, -4.24)
H (1.20, -1.18, -3.61)
H (2.04, -2.32, -4.45)
H (2.18, -3.84, -2.69)
H (0.52, -3.38, -3.17)
H (0.87, -3.51, -0.67)
H (0.29, -1.97, -1.00)
H (2.94, -0.55, 1.15)
H (1.38, -0.30, 0.44)
H (1.60, -1.78, 1.38)
H (3.58, -3.84, -0.82)
H (4.24, -2.75, 0.32)
H (3.10, -3.67, 0.91)
H (3.27, -0.33, -4.83)
H (4.41, 0.30, -3.54)
H (2.69, 0.61, -3.46)
O (-2.45, -1.70, 0.05)
C (-2.58, -2.86, 0.46)
N (-2.99, -3.08, 1.64)
C (-2.21, -4.04, -0.35)
H (-3.25, -2.21, 2.08)
H (-3.36, -3.95, 2.00)
H (-1.84, -3.83, -1.35)
H (-2.98, -4.80, -0.48)
H (-1.44, -4.40, 0.34)
O (-0.10, 1.23, -1.42)
C (0.64, 2.07, -1.89)
N (0.78, 2.18, -3.20)
C (1.32, 3.16, -0.99)
H (1.31, 2.91, -3.66)
H (0.48, 1.38, -3.73)
H (2.18, 3.55, -1.54)
H (1.76, 2.76, -0.08)
H (0.66, 3.97, -0.67)
O (-4.05, 0.42, 1.79)
C (-4.85, 0.84, 2.56)
N (-6.18, 0.65, 2.38)
C (-4.35, 1.38, 3.88)
H (-6.49, 0.09, 1.60)
H (-6.77, 1.03, 3.11)
H (-5.08, 1.26, 4.68)
H (-4.20, 2.45, 3.78)
H (-3.45, 0.84, 4.17)

Frontier orbital gap (spin up / spin down)   0.3411 / 0.3426 Ha
<S²>   0.756
Multiplicity   2

***

DFT (ωB97M-V/def2-TZVPD) results for a molecular structure, C2H7NO2P at a distorted geometry.

Cartesian coordinates (Å):
C (-1.02, -2.37, -0.81)
C (0.99, 1.20, 0.12)
N (0.85, 1.25, 1.59)
O (-0.50, -0.01, -1.99)
O (0.48, 2.36, -0.35)
P (-0.45, -0.52, -0.65)
H (-1.03, -2.72, -1.92)
H (-1.97, -2.45, -0.45)
H (-0.33, -2.83, -0.14)
H (-0.11, 1.12, 2.03)
H (1.35, 0.51, 1.94)
H (1.22, 2.17, 1.90)
H (0.51, 2.29, -1.27)

Frontier orbital gap (spin up / spin down)   0.2813 / 0.2813 Ha
Total charge   +1

***

DFT (ωB97M-V/def2-TZVPD) results for a single C5H12N2 molecule at a distorted geometry.

Cartesian coordinates (Å):
C (1.26, -0.70, 1.51)
C (1.03, -0.32, 0.04)
N (2.33, -0.26, -0.64)
C (0.15, 0.93, -0.15)
C (-1.18, 0.82, 0.54)
C (-2.27, 0.36, -0.11)
N (-2.19, -0.23, -1.36)
H (1.95, -1.53, 1.63)
H (0.31, -0.82, 2.04)
H (1.69, 0.15, 2.05)
H (0.37, -1.14, -0.29)
H (2.22, 0.40, -1.41)
H (2.51, -1.16, -1.06)
H (0.72, 1.78, 0.25)
H (0.05, 1.12, -1.21)
H (-1.27, 1.12, 1.58)
H (-3.27, 0.51, 0.28)
H (-1.39, -0.59, -1.80)
H (-3.02, -0.43, -1.90)

Frontier orbital gap   0.3255 Ha

***

DFT (ωB97M-V/def2-TZVPD) results for a single C24H23N5 molecule.

Cartesian coordinates (Å):
C (-1.07, -2.55, -0.97)
C (0.15, -2.40, -1.64)
C (1.22, -1.84, -1.00)
C (1.12, -1.39, 0.33)
C (2.21, -0.80, 1.02)
C (3.48, -0.56, 0.34)
N (4.65, -1.14, 0.70)
N (5.68, -0.74, -0.04)
C (5.18, 0.14, -0.89)
C (3.79, 0.30, -0.71)
C (2.87, 1.24, -1.40)
N (2.50, 2.35, -0.51)
C (1.15, 2.83, -0.65)
C (0.07, 1.89, -0.10)
C (-1.32, 2.54, -0.09)
N (-2.31, 1.64, 0.42)
N (-2.62, 1.63, 1.72)
C (-3.50, 0.68, 1.92)
C (-3.80, 0.02, 0.70)
C (-4.64, -1.03, 0.30)
C (-4.64, -1.39, -1.02)
C (-3.82, -0.73, -1.96)
C (-2.99, 0.30, -1.60)
C (-2.99, 0.67, -0.25)
C (2.07, -0.43, 2.34)
C (0.84, -0.59, 3.00)
C (-0.23, -1.13, 2.35)
C (-0.12, -1.55, 1.01)
C (-1.20, -2.14, 0.33)
H (-1.91, -3.00, -1.48)
H (0.24, -2.74, -2.66)
H (2.17, -1.75, -1.51)
H (4.78, -1.83, 1.42)
H (5.81, 0.63, -1.60)
H (1.98, 0.69, -1.74)
H (3.36, 1.67, -2.28)
H (2.66, 2.08, 0.46)
H (0.97, 3.04, -1.70)
H (1.09, 3.78, -0.10)
H (0.32, 1.60, 0.92)
H (0.02, 0.98, -0.70)
H (-1.31, 3.42, 0.57)
H (-1.60, 2.85, -1.10)
H (-3.90, 0.51, 2.90)
H (-5.27, -1.53, 1.02)
H (-5.28, -2.19, -1.36)
H (-3.85, -1.05, -2.99)
H (-2.36, 0.80, -2.32)
H (2.90, 0.01, 2.86)
H (0.76, -0.27, 4.03)
H (-1.18, -1.24, 2.85)
H (-2.13, -2.27, 0.85)

Frontier orbital gap   0.3140 Ha